1.
DFT (ωB97M-V/def2-TZVPD) results for a molecular structure, C14H37FFeO5.

Calculated values
- total energy (eV) = -62452.061
- HOMO level (spin up / spin down) (eV) = -11.67 / -11.67
- ΔE to the lowest compared entry with this formula, charge and spin (eV) = 0.0320
- total charge = +1
- gap between HOMO and LUMO (spin up / spin down) (eV) = 6.326 / 4.419
- spin multiplicity = 6

Structure (XYZ):
```
58
C14H37FFeO5 (ωB97M-V/def2-TZVPD)
Fe 0.721 -1.979 1.915
C 1.703 -4.459 -1.465
C 1.646 -4.421 0.053
O 1.121 -3.274 0.574
H 2.196 -3.582 -1.888
H 0.706 -4.509 -1.903
H 2.300 -5.306 -1.801
H 2.693 -4.582 0.376
H 1.129 -5.317 0.433
F 0.267 -0.672 0.678
C 0.534 3.067 0.472
C 0.287 2.368 -0.862
C 0.278 3.316 -2.034
O 1.396 1.459 -1.068
H -0.139 3.924 0.566
H 1.571 3.390 0.541
H 0.310 2.410 1.317
H -0.647 1.797 -0.823
H -0.670 3.859 -2.076
H 0.302 2.754 -2.970
H 1.094 4.036 -2.023
H 1.228 0.736 -0.454
C -2.488 1.709 2.070
C -3.779 1.547 1.253
C -3.827 2.507 0.080
O -3.876 0.182 0.843
H -2.633 1.143 2.990
H -2.300 2.762 2.293
H -1.615 1.330 1.534
H -4.613 1.687 1.941
H -4.095 3.500 0.450
H -4.663 2.256 -0.578
H -2.911 2.527 -0.511
H -3.272 0.054 0.097
C 3.743 0.144 3.809
C 2.995 0.055 2.486
C 3.764 0.677 1.338
O 2.613 -1.342 2.189
H 3.027 0.068 4.630
H 4.234 1.107 3.902
H 4.437 -0.694 3.901
H 2.041 0.585 2.549
H 3.836 1.749 1.503
H 3.258 0.506 0.389
H 4.767 0.249 1.252
H 3.443 -1.833 2.135
C -3.033 -2.054 -2.883
C -1.740 -1.751 -2.156
C -0.823 -0.852 -2.972
O -2.070 -1.110 -0.921
H -3.648 -2.776 -2.347
H -2.804 -2.433 -3.880
H -3.641 -1.157 -3.011
H -1.244 -2.714 -1.961
H -0.609 -1.182 -3.987
H 0.085 -0.616 -2.412
H -1.356 0.098 -3.093
H -1.230 -0.943 -0.476
```

---

2.
DFT (ωB97M-V/def2-TZVPD) results for a single C6H13NO molecule.

Calculated values
- total energy (eV) = -9968.765
- HOMO level (eV) = -7.89
- ΔE to the lowest compared entry with this formula, charge and spin (eV) = 2.4094
- gap between HOMO and LUMO (eV) = 8.896
- SMILES = CN/C=C/CCCO

Structure (XYZ):
```
21
C6H13NO (ωB97M-V/def2-TZVPD)
C 0.394 0.288 -1.952
O -0.707 0.286 -2.864
C 0.635 -1.093 -1.392
C -0.458 -1.682 -0.444
C -0.843 -0.642 0.598
C 0.114 0.024 1.253
N -0.067 0.639 2.508
C 0.799 1.836 2.716
H 1.325 0.650 -2.385
H 0.098 1.084 -1.272
H -0.446 -0.182 -3.661
H 0.776 -1.712 -2.284
H 1.562 -1.151 -0.816
H -1.297 -1.954 -1.083
H -0.057 -2.570 0.040
H -1.861 -0.289 0.631
H 1.154 -0.151 0.985
H -1.054 0.858 2.580
H 1.124 2.236 1.762
H 1.573 1.494 3.396
H 0.285 2.587 3.315
```

---

3.
DFT (ωB97M-V/def2-TZVPD) results for 4 unconnected molecules or ions with the total composition CH10N2O3.

Calculated values
- total energy (eV) = -10320.721
- HOMO level (spin up / spin down) (eV) = 1.07 / -7.31
- ΔE to the lowest compared entry with this formula, charge and spin (eV) = 0.6582
- total charge = -1
- gap between HOMO and LUMO (spin up / spin down) (eV) = 1.791 / 10.089
- spin multiplicity = 2

Structure (XYZ):
```
16
CH10N2O3 (ωB97M-V/def2-TZVPD)
N 3.640 2.973 1.131
C 2.520 3.712 0.771
N 1.432 3.159 0.474
H 4.212 3.400 1.838
H 3.429 1.992 1.303
H 2.728 4.787 0.890
H 0.630 3.673 0.153
H -4.832 -3.192 -2.755
H -4.075 -4.446 -2.348
O -4.889 -4.152 -2.783
H 1.159 0.755 1.225
H -0.181 -0.058 1.087
O 0.793 -0.130 1.105
H -2.563 -3.584 -0.292
H -1.578 -4.654 -0.792
O -2.424 -4.236 -1.008
```

---

4.
DFT (ωB97M-V/def2-TZVPD) results for 4 unconnected molecules or ions with the total composition C3H14O3S.

Calculated values
- total energy (eV) = -20313.860
- HOMO level (eV) = -8.81
- ΔE to the lowest compared entry with this formula, charge and spin (eV) = 2.3755
- gap between HOMO and LUMO (eV) = 9.350
- SMILES = CCSC.O.O.O

Structure (XYZ):
```
21
C3H14O3S (ωB97M-V/def2-TZVPD)
C 2.384 0.147 -0.820
C 1.313 -0.696 -1.358
S -0.444 -0.425 -1.033
C -0.915 -1.487 -2.432
H 2.274 1.285 -1.204
H 3.526 -0.003 -1.199
H 2.299 0.207 0.292
H 1.576 -1.787 -1.156
H 1.346 -0.616 -2.448
H -2.045 -1.241 -2.563
H -0.260 -1.526 -3.376
H -0.999 -2.604 -2.032
H -0.767 -2.948 0.685
H -2.169 -3.492 0.928
O -1.285 -3.796 0.674
H 1.316 1.461 5.622
H 1.665 0.931 6.969
O 0.782 1.069 6.369
H -0.720 5.818 -1.307
H -1.325 4.367 -1.793
O -1.410 5.123 -1.195
```

---

5.
DFT (ωB97M-V/def2-TZVPD) results for 13 unconnected molecules or ions with the total composition C27H67N16O21S3.

Calculated values
- total energy (eV) = -128423.759
- HOMO level (spin up / spin down) (eV) = -1.91 / -6.95
- gap between HOMO and LUMO (spin up / spin down) (eV) = 2.064 / 7.105
- spin multiplicity = 2

Structure (XYZ):
```
134
C27H67N16O21S3 (ωB97M-V/def2-TZVPD)
C 3.171 -2.274 -0.401
C 2.551 -1.338 0.633
N 1.352 -0.819 0.016
C 1.164 -0.235 -1.184
C -0.162 0.076 -1.401
N -0.781 -0.122 -0.167
C 0.122 -0.851 0.593
C -2.181 0.137 0.144
H 3.710 -1.713 -1.165
H 2.413 -2.814 -0.969
H 3.848 -2.966 0.100
H 3.258 -0.547 0.883
H 2.190 -1.857 1.522
H 2.027 -0.005 -1.791
H -0.644 0.589 -2.221
H -0.103 -1.266 1.565
H -2.822 -0.542 -0.419
H -2.247 1.144 -0.268
H -2.406 0.074 1.209
C -3.959 -1.836 3.132
O -2.981 -2.276 3.824
N -4.214 -2.295 1.975
N -4.763 -0.911 3.501
H -3.420 -2.672 1.477
H -4.979 -1.907 1.443
H -4.574 -0.618 4.449
H -5.226 -0.398 2.765
C -6.088 1.135 0.397
O -5.342 0.905 1.314
N -7.308 0.667 0.274
N -5.802 1.714 -0.766
H -7.708 0.119 1.022
H -7.839 0.819 -0.572
H -6.519 1.936 -1.442
H -4.823 1.926 -0.893
C 2.523 -6.188 -1.099
O 1.784 -5.276 -0.710
N 2.936 -7.132 -0.353
N 3.113 -6.103 -2.271
H 3.393 -7.942 -0.748
H 2.951 -6.944 0.639
H 3.965 -6.633 -2.391
H 2.996 -5.211 -2.729
C -0.053 2.900 -3.740
O -0.320 2.384 -4.770
N 1.099 3.238 -3.323
N -0.975 3.133 -2.847
H 1.747 3.209 -4.097
H 1.104 3.792 -2.478
H -1.909 2.914 -3.164
H -0.728 3.579 -1.975
C -5.206 -3.658 -2.228
O -6.079 -3.738 -3.112
N -5.088 -2.770 -1.236
N -4.196 -4.410 -2.365
H -4.302 -2.881 -0.612
H -5.835 -2.233 -0.820
H -4.240 -5.169 -3.029
H -3.589 -4.515 -1.565
C -3.615 0.201 -3.880
O -3.082 0.538 -2.851
N -4.119 -0.970 -4.079
N -3.709 0.946 -5.016
H -4.380 -1.464 -3.238
H -3.983 -1.383 -4.991
H -2.989 1.644 -5.138
H -4.282 0.622 -5.782
C 4.742 1.519 -1.010
O 3.553 1.790 -1.182
N 5.649 1.830 -1.908
N 5.342 0.852 -0.085
H 5.255 2.582 -2.455
H 6.579 1.456 -2.027
H 6.349 0.775 -0.069
H 4.846 0.424 0.684
C -2.808 6.369 1.062
C -3.753 5.405 1.860
O -3.596 4.145 1.282
S -2.717 4.213 -0.115
O -3.453 3.510 -1.171
O -1.325 3.809 0.162
O -2.847 5.845 -0.184
H -1.844 6.472 1.560
H -3.219 7.376 0.992
H -4.754 5.797 1.678
H -3.527 5.451 2.925
C -0.025 -3.330 4.936
C 1.459 -3.831 5.316
O 2.289 -2.777 4.702
S 1.404 -1.349 4.498
O 1.843 -0.477 3.394
O 1.165 -0.776 5.796
O 0.085 -2.270 4.078
H -0.669 -3.014 5.757
H -0.686 -4.138 4.623
H 1.746 -4.798 4.904
H 1.609 -3.772 6.394
C -1.312 4.393 4.502
C -1.091 3.476 5.754
O -1.722 2.291 5.375
S -1.743 1.964 3.749
O -3.076 1.448 3.286
O -0.508 1.223 3.349
O -1.596 3.530 3.432
H -0.286 4.754 4.436
H -2.075 5.117 4.787
H -1.651 3.764 6.644
H -0.039 3.304 5.978
C 2.724 0.594 -7.504
C 1.929 0.162 -6.310
C 2.724 0.879 -5.274
O 2.858 2.174 -5.922
C 2.976 2.085 -7.345
H 2.304 0.307 -8.468
H 3.678 0.086 -7.366
H 1.949 -0.879 -5.989
H 0.898 0.518 -6.304
H 3.656 0.383 -5.005
H 2.297 0.777 -4.276
H 3.928 2.473 -7.709
H 2.174 2.639 -7.833
C 6.980 -1.278 3.752
C 6.255 0.037 3.979
C 4.858 -0.273 3.571
O 5.051 -1.163 2.425
C 6.232 -2.080 2.646
H 6.959 -1.952 4.608
H 8.005 -1.055 3.454
H 6.653 0.778 3.285
H 6.158 0.388 5.006
H 4.185 0.507 3.215
H 4.328 -0.880 4.305
H 6.814 -1.975 1.731
H 5.997 -3.062 3.057
```

---

6.
DFT (ωB97M-V/def2-TZVPD) results for a molecular structure, C41H48CsN11S.

Calculated values
- total energy (eV) = -71069.720
- HOMO level (eV) = -5.88
- ΔE to the lowest compared entry with this formula, charge and spin (eV) = 0.3927
- gap between HOMO and LUMO (eV) = 5.999

Structure (XYZ):
```
102
C41H48CsN11S (ωB97M-V/def2-TZVPD)
Cs -0.072 -0.146 -0.132
C 3.184 -2.890 -4.432
C 3.819 -2.485 -3.267
C 3.424 -1.329 -2.610
C 2.376 -0.542 -3.096
C 1.763 -0.952 -4.288
C 2.154 -2.107 -4.940
N 1.888 0.539 -2.356
C 1.800 1.724 -2.914
C 2.504 2.072 -4.138
C 2.512 3.327 -4.644
C 1.788 4.385 -4.029
C 1.058 4.108 -2.919
C 1.013 2.807 -2.339
N 0.163 2.538 -1.295
N -0.615 3.498 -0.958
C -1.473 3.278 0.135
C -2.522 4.208 0.235
C -3.386 4.139 1.303
C -3.192 3.149 2.265
C -2.138 2.273 2.086
N -1.292 2.331 1.057
H 3.485 -3.799 -4.936
H 4.628 -3.077 -2.854
H 3.915 -1.043 -1.691
H 0.945 -0.358 -4.680
H 1.644 -2.403 -5.849
H 3.089 1.300 -4.617
H 3.097 3.533 -5.533
H 1.817 5.383 -4.445
H 0.480 4.881 -2.435
H -2.616 4.962 -0.534
H -4.198 4.848 1.395
H -3.832 3.061 3.132
H -1.950 1.483 2.808
C -1.671 -2.918 -4.226
C -1.288 -1.999 -3.238
N -0.392 -2.256 -2.315
C 0.212 -3.459 -2.319
C -0.115 -4.458 -3.250
C -1.084 -4.156 -4.220
C 0.566 -5.722 -3.226
C 1.540 -5.960 -2.328
C 1.916 -4.962 -1.366
C 2.965 -5.168 -0.456
C 3.302 -4.168 0.416
C 2.563 -2.975 0.384
N 1.568 -2.761 -0.448
C 1.258 -3.724 -1.337
H -2.408 -2.643 -4.968
H -1.740 -1.012 -3.210
H -1.347 -4.901 -4.961
H 0.291 -6.472 -3.957
H 2.067 -6.906 -2.322
H 3.501 -6.109 -0.463
H 4.111 -4.278 1.125
H 2.799 -2.166 1.070
C -5.899 0.587 1.721
C -5.982 0.415 0.208
N -5.555 -0.891 -0.267
C -6.597 -1.832 -0.650
C -7.295 -2.487 0.535
C -4.217 -1.197 -0.304
C -3.826 -2.587 -0.731
N -3.263 -0.397 -0.001
H -6.190 1.599 2.004
H -4.886 0.416 2.087
H -6.560 -0.115 2.227
H -5.400 1.192 -0.299
H -7.015 0.553 -0.119
H -6.168 -2.591 -1.300
H -7.329 -1.295 -1.261
H -6.575 -3.009 1.167
H -8.041 -3.208 0.196
H -7.806 -1.747 1.151
H -4.040 -2.756 -1.788
H -4.352 -3.353 -0.161
H -2.756 -2.692 -0.575
H -3.605 0.521 0.278
N -1.609 -3.085 2.944
C -1.140 -2.363 2.164
H -1.998 -3.693 3.630
C 1.723 4.009 1.618
N 2.210 2.895 2.418
C 1.559 2.762 3.708
C 2.857 1.841 1.861
S 2.779 0.286 2.511
N 3.595 2.120 0.758
C 4.287 3.387 0.591
C 4.173 1.038 -0.012
H 0.646 4.100 1.773
H 1.900 3.824 0.560
H 2.202 4.947 1.910
H 1.460 3.757 4.143
H 2.149 2.130 4.363
H 0.561 2.318 3.605
H 4.048 4.071 1.399
H 4.027 3.852 -0.362
H 5.366 3.203 0.605
H 3.443 0.246 -0.133
H 5.072 0.638 0.473
H 4.423 1.420 -1.002
```